#i
An isolated molecule of C5H2O. Source: OMol25; level of theory: ωB97M-V/def2-TZVPD.

XYZ file:
```
8
Properties=species:S:1:pos:R:3:nbo_charge:R:1
O -0.79315 -1.77114 1.61941 -0.483
C -0.57729 -0.73174 1.05363 0.414
C -0.37680 2.18362 -2.26290 0.260
C 0.25409 1.35161 -1.50931 -0.534
C 0.57050 0.44831 -0.64507 0.363
C 0.67147 -0.48206 0.26827 -0.431
H -1.29383 0.11217 1.06246 0.131
H 1.54502 -1.11077 0.41351 0.281
```

The calculation puts the molecular weight at 78.07 g mol⁻¹. As for the HOMO energy: -0.37293 hartree.

#ii
An isolated molecule of C5H2O. Source: OMol25; level of theory: ωB97M-V/def2-TZVPD.

XYZ file:
```
8
Properties=species:S:1:pos:R:3:nbo_charge:R:1
C 2.07938 -0.31176 0.18062 -0.111
C 1.44126 0.28403 -0.65851 -0.115
C 0.19987 0.66215 -1.13378 0.038
C -1.01080 0.59543 -0.97963 -0.091
C -1.65734 0.03182 0.22219 0.382
O -1.97328 -1.11907 0.37022 -0.491
H 2.56594 -0.89032 0.93439 0.248
H -1.64503 0.74771 1.06450 0.140
```

The calculation puts the molecular weight at 78.07 g mol⁻¹. As for the HOMO energy (spin up / spin down): -0.37297 / -0.37297 hartree.

In order of decreasing stability: #ii, #i.

#i
An isolated molecule of C4H3NO2. Source: OMol25; level of theory: ωB97M-V/def2-TZVPD.

XYZ file:
```
10
Properties=species:S:1:pos:R:3:nbo_charge:R:1
O -2.46965 0.90947 -1.13616 -0.472
C -1.68929 -0.00680 -1.09845 0.402
C -0.37473 0.03706 -0.40608 -0.179
N 0.25710 -1.13164 -0.33900 0.085
O 1.31662 -1.04274 0.39444 -0.247
C 1.31841 0.33453 0.92665 -0.305
C 0.24828 1.10357 0.31355 0.047
H -1.91654 -0.99716 -1.53786 0.125
H 2.35717 0.64460 0.93794 0.260
H 0.95263 0.14911 1.94495 0.286
```

The calculation puts the molecular weight at 97.07 g mol⁻¹. As for the HOMO energy: -0.36252 hartree.

#ii
An isolated molecule of C4H3NO2. Source: OMol25; level of theory: ωB97M-V/def2-TZVPD.

XYZ file:
```
10
Properties=species:S:1:pos:R:3:nbo_charge:R:1
O -2.24272 0.30266 0.27616 -0.535
C -1.06252 0.24813 0.32854 0.597
C -0.24579 -0.31059 1.37699 -0.228
C 1.04195 -0.51178 0.88712 -0.252
C 1.03854 -0.08309 -0.56797 0.663
O 1.87189 -0.08678 -1.37014 -0.506
N -0.29399 0.43457 -0.75761 -0.671
H -0.88352 -0.51275 2.37586 0.262
H 1.95744 -0.75130 1.34935 0.235
H -0.68244 0.43902 -1.81824 0.434
```

The calculation puts the molecular weight at 97.07 g mol⁻¹. As for the HOMO energy: -0.37893 hartree.

In order of decreasing stability: #ii, #i.

#i
An isolated molecule of C4H3NO2. Source: OMol25; level of theory: ωB97M-V/def2-TZVPD.

XYZ file:
```
10
Properties=species:S:1:pos:R:3:nbo_charge:R:1
C 1.76462 -0.20782 -1.42436 -0.171
C 0.93324 0.01556 -0.59230 -0.128
C 0.06521 0.82626 0.35158 0.270
O -0.35622 -0.02742 1.51529 -0.489
C -1.29318 -0.68861 0.75251 0.308
N -1.88796 -0.15345 -0.19552 -0.159
O -1.15229 1.11408 -0.33375 -0.367
H 2.51336 -0.72602 -2.13277 0.260
H 0.74110 1.67015 0.78387 0.244
H -1.32787 -1.82274 1.27545 0.229
```

The calculation puts the molecular weight at 97.07 g mol⁻¹. As for the HOMO energy: -0.37998 hartree.

#ii
A cluster of 2 separate species, C4H3NO2 in total. Source: OMol25; level of theory: ωB97M-V/def2-TZVPD.

XYZ file:
```
10
Properties=species:S:1:pos:R:3:nbo_charge:R:1
C -0.41423 0.11859 -1.43047 -0.221
C -0.80137 0.37861 -0.18919 -0.366
C -1.49021 0.61402 0.83068 0.642
O -2.00716 0.90221 1.84284 -0.442
H -1.05530 0.17846 -2.27505 0.202
H 0.62292 0.17378 -1.59807 0.199
N 1.86471 -0.27721 0.46973 -0.805
C 0.94426 -0.96665 0.83666 0.873
O 0.23669 -1.78884 1.18516 -0.509
H 2.09968 0.66703 0.32772 0.427
```

The calculation puts the molecular weight at 97.07 g mol⁻¹. As for the HOMO energy: -0.33851 hartree.

#iii
An isolated molecule of C4H3NO2. Source: OMol25; level of theory: ωB97M-V/def2-TZVPD.

XYZ file:
```
10
Properties=species:S:1:pos:R:3:nbo_charge:R:1
C -2.74714 -0.01400 -0.02620 -0.128
C -1.59544 0.31191 -0.00478 -0.150
C -0.19761 0.73507 -0.00115 0.615
O 0.15310 1.88814 0.01482 -0.485
N 0.66131 -0.36365 -0.00195 -0.654
C 2.06049 -0.32465 0.01063 0.541
O 2.74135 0.64998 -0.04040 -0.505
H -3.79930 -0.25097 -0.03529 0.245
H 0.23759 -1.27675 0.06579 0.411
H 2.48566 -1.35509 0.01854 0.110
```

The calculation puts the molecular weight at 97.07 g mol⁻¹. As for the HOMO energy: -0.37833 hartree.

In order of decreasing stability: #iii, #ii, #i.

#i
A structure of composition C4H3NO2. Source: OMol25; level of theory: ωB97M-V/def2-TZVPD.

XYZ file:
```
10
Properties=species:S:1:pos:R:3:nbo_charge:R:1
O 1.71790 0.73271 -1.18569 -0.538
C 1.73896 -0.04258 -0.26137 0.406
C 0.62844 -0.12908 0.87979 0.316
N 0.08329 -0.99729 0.03525 -0.386
C -1.11356 -0.46018 -0.31379 -0.145
C -1.37648 0.57451 0.52431 0.119
O -0.29696 0.77020 1.32904 -0.396
H 2.29258 -0.98704 -0.27022 0.165
H -1.43963 -0.69696 -1.32544 0.237
H -2.23454 1.23571 0.58812 0.222
```

The calculation puts the molecular weight at 97.07 g mol⁻¹. As for the HOMO energy (spin up / spin down): -0.35655 / -0.35657 hartree.

#ii
An isolated molecule of C4H3NO2. Source: OMol25; level of theory: ωB97M-V/def2-TZVPD.

XYZ file:
```
10
Properties=species:S:1:pos:R:3:nbo_charge:R:1
O -2.20777 1.71952 -0.13328 -0.480
C -1.21436 1.28665 -0.63127 0.397
C -0.82337 -0.17848 -0.66038 0.382
N -0.01245 -1.04802 -1.04295 -0.370
C 0.95516 -1.26763 -0.06688 -0.177
C 0.78266 -0.40921 0.97081 0.163
O -0.27074 0.34601 0.86645 -0.498
H -0.34714 1.86786 -0.98246 0.150
H 1.73467 -2.00120 -0.17005 0.223
H 1.40333 -0.31552 1.84999 0.210
```

The calculation puts the molecular weight at 97.07 g mol⁻¹. As for the HOMO energy: -0.35077 hartree.

In order of decreasing stability: #ii, #i.